(1)
DFT (ωB97M-V with the def2-TZVPD basis set) results for a structure of composition C16H26N5O4RuS5.

ORCA input file:
```
! RIJCOSX wB97M-V def2-TZVPD def2/J DEFGRID3
* xyz 2 6
Ru -0.170 -0.224 0.855
C -1.821 -3.338 1.834
C -2.930 -2.632 1.082
S -2.293 -1.501 -0.224
C -3.632 -0.233 -0.181
C -3.203 1.038 -0.883
S -1.739 1.873 -0.170
C -2.402 2.853 1.226
C -2.759 2.088 2.483
S -1.392 1.003 3.075
C -2.434 -0.325 3.810
C -1.646 -1.579 4.123
S -0.653 -2.256 2.737
H -1.186 -3.898 1.146
H -2.247 -4.021 2.568
H -3.563 -2.054 1.752
H -3.545 -3.379 0.573
H -3.898 -0.046 0.859
H -4.493 -0.659 -0.700
H -4.012 1.767 -0.901
H -2.899 0.817 -1.907
H -3.275 3.387 0.852
H -1.608 3.573 1.425
H -3.636 1.462 2.330
H -2.967 2.796 3.288
H -3.236 -0.531 3.105
H -2.863 0.082 4.728
H -2.320 -2.366 4.459
H -0.917 -1.385 4.910
N 1.940 0.909 2.287
N 3.120 0.147 2.236
C 3.138 -1.020 1.566
N 4.248 -1.721 1.418
N 1.953 -1.382 1.076
N 1.728 -2.454 0.338
O 0.572 -2.510 -0.082
O 2.572 -3.284 0.115
H 2.083 1.811 1.827
H 1.656 1.070 3.254
H 3.977 0.526 2.627
H 5.140 -1.430 1.788
H 4.189 -2.608 0.921
O 2.686 1.504 -7.564
C 3.468 1.646 -6.505
O 4.627 1.932 -6.594
C 2.856 1.423 -5.145
C 1.913 0.420 -4.900
C 1.414 0.236 -3.627
C 1.855 1.058 -2.582
S 1.254 0.917 -0.970
C 2.814 2.052 -2.828
C 3.321 2.221 -4.094
H 1.757 1.319 -7.367
H 1.574 -0.226 -5.699
H 0.679 -0.530 -3.432
H 3.141 2.684 -2.018
H 4.065 2.976 -4.300
*
```

Expectation value of S² ... 8.787
E_LUMO (alpha / beta) ... -5.4917 / -8.0183 eV
HOMO level (alpha / beta) ... -14.0 / -14.4 eV

***

(2)
DFT (ωB97M-V with the def2-TZVPD basis set) results for a cluster of 2 separate species, C2H9OS in total.

ORCA input file:
```
! RIJCOSX wB97M-V def2-TZVPD def2/J DEFGRID3
* xyz 1 1
O -1.401 0.364 1.240
H -1.574 1.197 1.690
H -2.174 -0.167 1.467
H -0.472 -1.383 0.271
C -0.280 0.009 -1.640
S 0.583 -1.141 -0.517
C 1.527 -0.071 0.590
H -1.340 -0.224 -1.628
H -0.191 0.975 -1.152
H 0.178 -0.054 -2.615
H 0.846 0.641 1.038
H 2.188 0.541 -0.008
H 2.109 -0.689 1.263
*
```

E_LUMO ... -3.4998 eV
HOMO level ... -16.4 eV

***

(3)
DFT (ωB97M-V with the def2-TZVPD basis set) results for a structure of composition C23H23N4O8PReS.

ORCA input file:
```
! RIJCOSX wB97M-V def2-TZVPD def2/J DEFGRID3
* xyz 0 4
Re -1.422 2.650 -0.169
N -1.406 2.807 1.969
C -0.463 3.925 2.281
C -0.783 5.075 1.324
O -0.806 6.228 1.697
N -1.091 4.622 0.071
C -1.980 5.438 -0.744
C -3.295 4.671 -0.955
O -4.274 5.175 -1.426
O -3.224 3.380 -0.591
H -1.096 1.928 2.379
H -2.333 3.009 2.338
H -0.566 4.266 3.308
H 0.548 3.561 2.106
H -2.183 6.396 -0.267
H -1.546 5.652 -1.725
O -3.595 -0.246 -1.507
S -2.258 -0.335 -1.005
O -1.187 -0.192 -1.981
O -2.039 0.689 0.108
C -2.052 -1.923 -0.238
C -3.154 -2.767 -0.297
C -3.049 -4.064 0.174
C -1.842 -4.512 0.688
C -0.747 -3.663 0.740
C -0.825 -2.349 0.283
P 0.622 -1.203 0.370
C 1.602 -2.032 1.683
C 1.192 -1.815 2.999
C 1.864 -2.397 4.061
C 2.978 -3.191 3.823
C 3.404 -3.402 2.520
C 2.717 -2.832 1.456
C 1.546 -1.658 -1.138
C 2.757 -0.994 -1.344
C 3.497 -1.216 -2.493
C 3.025 -2.088 -3.466
C 1.811 -2.732 -3.282
C 1.074 -2.519 -2.124
H -4.079 -2.398 -0.718
H -3.907 -4.722 0.133
H -1.748 -5.528 1.048
H 0.187 -4.026 1.149
H 0.326 -1.190 3.192
H 1.525 -2.224 5.075
H 3.513 -3.639 4.651
H 4.273 -4.019 2.326
H 3.054 -3.014 0.443
H 3.113 -0.280 -0.610
H 4.433 -0.692 -2.637
H 3.598 -2.256 -4.369
H 1.431 -3.404 -4.041
H 0.127 -3.027 -1.999
N -0.828 2.521 -2.237
N 0.583 2.731 -2.257
C 1.285 2.312 -1.098
O 2.477 2.160 -1.141
O 0.519 2.168 -0.042
H -1.056 1.557 -2.533
H -1.275 3.199 -2.849
H 1.026 2.430 -3.114
*
```

Expectation value of S² ... 3.763
E_LUMO (alpha / beta) ... -0.0447 / -1.3441 eV
HOMO level (alpha / beta) ... -8.3 / -8.3 eV

***

(4)
DFT (ωB97M-V with the def2-TZVPD basis set) results for a cluster of 2 separate species, C6H11F3N2O in total.

ORCA input file:
```
! RIJCOSX wB97M-V def2-TZVPD def2/J DEFGRID3
* xyz 0 1
C 1.068 -1.159 2.522
N -0.235 -0.440 2.353
C -0.360 0.398 1.274
C -1.522 -0.019 0.287
F -1.007 -0.876 -0.661
F -2.570 -0.663 0.897
F -2.014 1.053 -0.375
O 0.221 1.492 0.991
H 0.845 -2.247 2.331
H 1.827 -0.817 1.760
H 1.531 -1.040 3.566
C -0.287 0.254 5.911
N -0.926 0.823 4.720
C -2.340 1.213 4.815
C -0.240 1.209 3.674
H -1.094 -0.110 6.554
H 0.335 -0.595 5.592
H 0.330 1.011 6.442
H -2.763 0.669 5.666
H -2.432 2.316 4.934
H -2.823 0.882 3.879
H -0.626 2.081 3.096
H 0.814 0.923 3.583
*
```

E_LUMO ... 0.2666 eV
HOMO level ... -8.3 eV

***

(5)
DFT (ωB97M-V with the def2-TZVPD basis set) results for a cluster of 2 separate species, C5H5NO2 in total.

ORCA input file:
```
! RIJCOSX wB97M-V def2-TZVPD def2/J DEFGRID3
* xyz 0 1
C 2.034 -0.909 0.290
C 1.722 -0.076 -0.919
C -1.451 0.218 -0.277
C -2.576 0.164 0.448
O 0.933 -1.445 -0.398
C -0.334 1.104 0.125
O 2.282 0.471 -1.790
N 0.299 1.636 0.943
H 2.984 -1.444 0.256
H 1.815 -0.393 1.225
H -1.533 0.110 -1.353
H -3.543 0.034 -0.012
H -2.634 0.530 1.462
*
```

Structure (SMILES) ... O=C1CO1.C=CC#N
E_LUMO ... -0.4736 eV
HOMO level ... -9.8 eV

***

(6)
DFT (ωB97M-V with the def2-TZVPD basis set) results for a structure of composition C24H16BrCl5HfNP.

ORCA input file:
```
! RIJCOSX wB97M-V def2-TZVPD def2/J DEFGRID3
* xyz 2 1
Hf 0.189 -1.331 1.763
Cl 0.045 -1.723 4.662
C -1.579 -1.291 4.152
C -1.644 -0.896 2.828
C -2.891 -0.499 2.353
Cl -3.009 -0.006 0.697
C -4.019 -0.504 3.160
Cl -5.527 -0.014 2.539
C -3.894 -0.922 4.496
Cl -5.255 -0.947 5.503
C -2.651 -1.321 5.009
Cl -2.457 -1.816 6.628
N 2.576 -1.020 1.478
C 3.054 -0.498 0.179
C 4.397 -0.662 -0.126
C 4.898 -0.163 -1.316
C 4.058 0.507 -2.200
C 2.719 0.661 -1.891
C 2.199 0.148 -0.701
P 0.426 0.286 -0.363
C -0.023 1.990 -0.674
C -1.257 2.310 -1.240
C -1.593 3.641 -1.433
C -0.712 4.644 -1.046
C 0.512 4.324 -0.472
C 0.861 2.997 -0.281
C -0.382 -0.814 -1.543
C -0.533 -0.524 -2.894
C -1.077 -1.481 -3.741
C -1.455 -2.727 -3.250
C -1.312 -3.028 -1.902
C -0.789 -2.060 -1.070
H 2.920 -1.975 1.567
H 3.071 -0.507 2.208
H 5.056 -1.173 0.569
H 5.948 -0.291 -1.549
H 4.448 0.909 -3.126
H 2.067 1.190 -2.577
H -1.944 1.534 -1.552
H -2.542 3.895 -1.887
H -0.980 5.682 -1.196
H 1.198 5.108 -0.178
H 1.824 2.751 0.152
H -0.232 0.439 -3.289
H -1.206 -1.253 -4.792
H -1.873 -3.468 -3.919
H -1.610 -3.994 -1.515
H -0.740 -2.312 -0.001
Br 0.719 -3.797 1.781
*
```

E_LUMO ... -7.6175 eV
HOMO level ... -14.7 eV

***

(7)
DFT (ωB97M-V with the def2-TZVPD basis set) results for a structure of composition C6H18Br2IMnO3.

ORCA input file:
```
! RIJCOSX wB97M-V def2-TZVPD def2/J DEFGRID3
* xyz 0 7
Mn 1.500 -0.988 0.328
Br 3.222 -1.147 -1.800
Br 3.089 0.313 2.039
I 1.696 -3.827 1.230
C -1.992 0.816 1.689
C -0.649 0.454 2.302
O -0.208 -0.733 1.578
H -2.445 1.651 2.223
H -2.742 0.041 1.850
H -1.947 0.993 0.614
H -0.688 0.145 3.346
H 0.040 1.298 2.272
H -0.823 -1.413 1.865
C -1.992 -2.820 -0.875
C -1.483 -1.462 -1.325
O -0.070 -1.550 -1.216
H -1.577 -3.026 0.111
H -1.649 -3.576 -1.582
H -3.069 -2.863 -0.710
H -1.757 -0.590 -0.732
H -1.813 -1.210 -2.333
H 0.207 -1.943 -2.047
C 2.560 2.581 -1.328
C 1.309 2.550 -0.526
O 0.718 1.249 -0.611
H 2.912 3.609 -1.413
H 2.295 2.283 -2.342
H 3.311 1.845 -1.040
H 0.586 3.260 -0.927
H 1.531 2.782 0.515
H -0.071 1.276 -1.157
*
```

Expectation value of S² ... 12.008
E_LUMO (alpha / beta) ... -0.0074 / -4.0244 eV
HOMO level (alpha / beta) ... -8.2 / -8.3 eV

***

(8)
DFT (ωB97M-V with the def2-TZVPD basis set) results for a structure of composition C30H31BrCrN4PSSi.

ORCA input file:
```
! RIJCOSX wB97M-V def2-TZVPD def2/J DEFGRID3
* xyz 2 2
Cr 0.122 -0.704 -0.144
N 3.622 -0.530 2.154
C 3.044 0.524 2.850
C 3.492 1.284 3.925
C 2.646 2.279 4.366
C 1.401 2.513 3.758
C 0.963 1.755 2.693
C 1.807 0.744 2.238
N 1.657 -0.166 1.196
C 2.753 -0.896 1.193
C 2.882 -1.940 0.192
C 3.923 -2.747 -0.137
S 3.499 -3.714 -1.478
C 1.960 -3.008 -1.506
N 1.752 -2.098 -0.590
H 4.519 -0.946 2.340
H 4.452 1.109 4.391
H 2.947 2.899 5.199
H 0.776 3.311 4.136
H 0.006 1.948 2.227
H 4.901 -2.808 0.311
H 1.225 -3.288 -2.242
Br -0.353 -5.441 2.938
C -0.849 -3.639 2.792
C -1.649 -3.025 3.745
C -1.971 -1.692 3.567
C -1.497 -1.022 2.452
N -0.729 -1.611 1.530
C -0.408 -2.902 1.710
H -2.005 -3.579 4.603
H -2.588 -1.171 4.284
H -1.736 0.019 2.285
H 0.223 -3.356 0.958
C 1.451 0.757 -4.929
C 2.144 0.343 -3.803
C 1.611 0.577 -2.540
C 0.370 1.210 -2.391
C -0.310 1.632 -3.545
C 0.228 1.412 -4.799
Si -0.339 1.416 -0.688
C -1.179 2.992 -0.349
C -0.832 4.140 -1.076
C -1.440 5.353 -0.798
C -2.395 5.435 0.206
C -2.752 4.306 0.937
C -2.147 3.094 0.660
H 1.870 0.592 -5.912
H 3.112 -0.130 -3.906
H 2.193 0.307 -1.664
H -1.260 2.149 -3.459
H -0.298 1.755 -5.680
H -1.193 0.340 0.150
H -0.081 4.085 -1.855
H -1.172 6.234 -1.364
H -2.867 6.384 0.421
H -3.501 4.378 1.713
H -2.445 2.215 1.223
C -1.490 -3.662 -1.773
P -1.602 -1.860 -1.503
C -1.993 -1.244 -3.165
C -3.201 -1.734 -0.638
H -2.461 -4.039 -2.096
H -1.206 -4.182 -0.858
H -0.773 -3.904 -2.557
H -2.771 -1.859 -3.620
H -1.107 -1.253 -3.801
H -2.351 -0.217 -3.099
H -3.992 -2.175 -1.246
H -3.446 -0.689 -0.447
H -3.159 -2.262 0.314
*
```

Expectation value of S² ... 0.993
E_LUMO (alpha / beta) ... -5.8986 / -5.5717 eV
HOMO level (alpha / beta) ... -13.8 / -12.9 eV

***

(9)
DFT (ωB97M-V with the def2-TZVPD basis set) results for a structure of composition C31H55BrCrNP3.

ORCA input file:
```
! RIJCOSX wB97M-V def2-TZVPD def2/J DEFGRID3
* xyz 2 5
N 5.141 4.864 2.218
C 3.940 5.209 2.666
C 3.106 4.302 3.330
C 3.560 2.968 3.509
C 4.880 2.657 3.080
C 5.631 3.648 2.435
C 2.720 1.911 4.008
Cr -0.531 -1.319 0.556
P -2.280 -2.211 -1.885
C 2.986 0.614 3.674
C 1.988 -0.383 3.536
C 2.415 -1.649 3.035
C 1.507 -2.430 2.328
C 0.245 -1.846 2.270
C -0.323 -0.969 3.200
C 0.616 -0.046 3.677
Br -1.528 -3.498 0.906
H 1.881 2.187 4.652
H 3.982 0.255 3.461
H 2.106 4.613 3.626
H 5.312 1.658 3.197
H 3.591 6.207 2.398
H 6.605 3.388 2.020
H 3.478 -1.898 3.101
H 0.344 0.900 4.163
H 1.692 -3.410 1.871
H -1.389 -1.027 3.454
P 1.280 -0.608 -0.960
C -3.918 -2.296 -0.937
C -4.812 -3.528 -0.911
H -4.447 -1.416 -1.334
H -3.596 -2.043 0.084
H -5.744 -3.261 -0.392
H -5.096 -3.872 -1.917
H -4.380 -4.354 -0.338
C -1.618 -3.893 -2.327
C -2.415 -4.938 -3.088
H -1.289 -4.278 -1.350
H -0.715 -3.631 -2.896
H -1.885 -5.902 -3.036
H -3.424 -5.106 -2.694
H -2.467 -4.682 -4.155
C -2.705 -1.494 -3.526
C -3.982 -1.978 -4.200
H -1.824 -1.706 -4.151
H -2.735 -0.406 -3.361
H -4.060 -1.492 -5.180
H -3.976 -3.062 -4.370
H -4.888 -1.707 -3.649
C 1.321 0.618 -2.332
C 0.652 0.336 -3.682
H 2.395 0.753 -2.537
H 0.951 1.573 -1.936
H 0.859 1.194 -4.342
H 1.076 -0.551 -4.168
H -0.434 0.209 -3.612
C 1.981 -2.091 -1.798
C 2.780 -3.014 -0.875
H 2.627 -1.709 -2.606
H 1.136 -2.632 -2.249
H 3.060 -3.913 -1.444
H 3.715 -2.547 -0.526
H 2.212 -3.333 0.009
C 2.681 -0.007 0.103
C 3.460 1.279 -0.184
H 3.391 -0.839 0.141
H 2.253 0.040 1.112
H 4.469 1.167 0.243
H 3.580 1.500 -1.251
H 3.001 2.151 0.302
C -3.554 1.618 -1.110
C -2.048 1.815 -0.952
P -1.261 1.013 0.511
C 0.217 2.121 0.749
C 0.002 3.631 0.776
C -2.355 1.431 1.908
C -3.006 2.806 1.856
H -3.779 0.757 -1.752
H -3.996 2.505 -1.587
H -4.079 1.477 -0.159
H -1.523 1.480 -1.860
H -1.858 2.895 -0.876
H 0.719 1.780 1.666
H 0.902 1.887 -0.072
H -0.267 3.978 1.779
H 0.934 4.142 0.488
H -0.773 3.978 0.079
H -3.117 0.649 1.966
H -1.771 1.328 2.829
H -3.643 2.958 0.981
H -3.626 2.913 2.754
H -2.268 3.617 1.860
*
```

Expectation value of S² ... 6.165
E_LUMO (alpha / beta) ... -6.8109 / -9.9944 eV
HOMO level (alpha / beta) ... -12.4 / -12.1 eV

***

(10)
DFT (ωB97M-V with the def2-TZVPD basis set) results for a cluster of 11 separate species, H22O11 in total.

ORCA input file:
```
! RIJCOSX wB97M-V def2-TZVPD def2/J DEFGRID3
* xyz 0 1
O -0.916 -2.209 -1.345
H -0.059 -2.412 -1.023
H -1.313 -1.574 -0.696
O 1.007 -2.790 0.330
H 1.250 -1.998 0.896
H 1.397 -3.545 0.721
O -1.017 0.667 -3.422
H -0.363 0.062 -3.794
H -0.583 0.926 -2.649
O 0.751 -2.038 -3.850
H 0.371 -1.621 -3.106
H 0.969 -2.942 -3.534
O -2.256 -0.319 0.409
H -3.198 -0.395 0.541
H -1.892 -0.754 1.219
O 0.912 -0.639 1.737
H 1.257 0.286 1.783
H 1.510 -1.130 2.300
O 0.716 0.269 -0.844
H 0.609 1.166 -0.571
H 0.682 -0.236 -0.060
O -1.099 2.483 1.189
H -1.575 3.290 1.384
H -1.747 1.970 0.688
O 1.975 2.091 1.735
H 1.432 2.696 1.188
H 2.879 2.356 1.698
O 0.863 3.522 -0.288
H 0.756 3.852 -1.181
H -0.004 3.249 0.071
O -1.428 -1.343 2.660
H -0.610 -1.036 2.395
H -1.276 -1.903 3.419
*
```

Structure (SMILES) ... O.O.O.O.O.O.O.O.O.O.O
E_LUMO ... -0.1989 eV
HOMO level ... -9.8 eV

***

Copy entry 7 word for word.
DFT (ωB97M-V with the def2-TZVPD basis set) results for a structure of composition C6H18Br2IMnO3.

ORCA input file:
```
! RIJCOSX wB97M-V def2-TZVPD def2/J DEFGRID3
* xyz 0 7
Mn 1.500 -0.988 0.328
Br 3.222 -1.147 -1.800
Br 3.089 0.313 2.039
I 1.696 -3.827 1.230
C -1.992 0.816 1.689
C -0.649 0.454 2.302
O -0.208 -0.733 1.578
H -2.445 1.651 2.223
H -2.742 0.041 1.850
H -1.947 0.993 0.614
H -0.688 0.145 3.346
H 0.040 1.298 2.272
H -0.823 -1.413 1.865
C -1.992 -2.820 -0.875
C -1.483 -1.462 -1.325
O -0.070 -1.550 -1.216
H -1.577 -3.026 0.111
H -1.649 -3.576 -1.582
H -3.069 -2.863 -0.710
H -1.757 -0.590 -0.732
H -1.813 -1.210 -2.333
H 0.207 -1.943 -2.047
C 2.560 2.581 -1.328
C 1.309 2.550 -0.526
O 0.718 1.249 -0.611
H 2.912 3.609 -1.413
H 2.295 2.283 -2.342
H 3.311 1.845 -1.040
H 0.586 3.260 -0.927
H 1.531 2.782 0.515
H -0.071 1.276 -1.157
*
```

Expectation value of S² ... 12.008
E_LUMO (alpha / beta) ... -0.0074 / -4.0244 eV
HOMO level (alpha / beta) ... -8.2 / -8.3 eV